{
  "formula": "C78H65N13O26",
  "method": "ωB97M-V with the def2-TZVPD basis set",
  "elements": ["C", "C", "C", "C", "C", "C", "N", "O", "O", "H", "H", "H", "H", "H", "C", "C", "C", "C", "C", "C", "N", "O", "O", "H", "H", "H", "H", "H", "C", "C", "C", "C", "C", "C", "N", "O", "O", "H", "H", "H", "H", "H", "C", "C", "C", "C", "C", "C", "N", "O", "O", "H", "H", "H", "H", "H", "C", "C", "C", "C", "C", "C", "N", "O", "O", "H", "H", "H", "H", "H", "C", "C", "C", "C", "C", "C", "N", "O", "O", "H", "H", "H", "H", "H", "C", "C", "C", "C", "C", "C", "N", "O", "O", "H", "H", "H", "H", "H", "C", "C", "C", "C", "C", "C", "N", "O", "O", "H", "H", "H", "H", "H", "C", "C", "C", "C", "C", "C", "N", "O", "O", "H", "H", "H", "H", "H", "C", "C", "C", "C", "C", "C", "N", "O", "O", "H", "H", "H", "H", "H", "C", "C", "C", "C", "C", "C", "N", "O", "O", "H", "H", "H", "H", "H", "C", "C", "C", "C", "C", "C", "N", "O", "O", "H", "H", "H", "H", "H", "C", "C", "C", "C", "C", "C", "N", "O", "O", "H", "H", "H", "H", "H"],
  "xyz": [[-0.98277, 25.46980, -22.96774], [0.25700, 25.04230, -22.38366], [1.44212, 25.09442, -23.05354], [1.52165, 25.63238, -24.32988], [0.29447, 26.04011, -24.95995], [-0.94337, 25.93523, -24.28235], [2.84674, 25.72475, -25.04358], [2.93988, 26.23328, -26.14918], [3.85404, 25.26836, -24.49290], [-1.90478, 25.48456, -22.40553], [0.29512, 24.71113, -21.35640], [2.29767, 24.77645, -22.47620], [0.43336, 26.52098, -25.91696], [-1.91033, 26.11564, -24.72827], [4.14827, 21.82691, -16.50728], [4.45613, 22.65636, -15.45475], [5.19860, 23.76001, -15.69021], [5.50692, 24.18244, -16.99001], [5.08950, 23.44703, -18.10340], [4.43952, 22.22331, -17.82953], [6.35221, 25.37038, -17.20773], [6.56783, 26.12852, -16.23819], [6.86824, 25.52880, -18.32036], [3.63527, 20.89113, -16.34133], [4.18829, 22.29160, -14.47413], [5.61498, 24.28642, -14.84408], [5.39830, 23.69044, -19.10928], [4.07878, 21.52971, -18.57465], [-2.73101, 26.24149, -11.58334], [-2.86893, 24.94468, -12.04015], [-2.50253, 24.75255, -13.38700], [-2.03772, 25.73723, -14.26058], [-1.85450, 26.96609, -13.70810], [-2.27427, 27.30510, -12.43017], [-1.67155, 25.45699, -15.69513], [-1.95796, 24.32374, -16.13035], [-1.13212, 26.32102, -16.32769], [-3.19307, 26.54703, -10.65622], [-3.36924, 24.21940, -11.41561], [-2.59575, 23.74971, -13.77692], [-1.47182, 27.78375, -14.30088], [-2.16516, 28.30764, -12.04364], [0.95631, 27.96114, -20.21686], [-0.37174, 27.94473, -19.73530], [-1.40281, 28.42258, -20.53824], [-1.09665, 29.12276, -21.73859], [0.24544, 29.20349, -22.12257], [1.25490, 28.64490, -21.44966], [-2.18049, 29.76093, -22.52871], [-1.85471, 30.47671, -23.47970], [-3.29574, 29.59916, -22.21545], [1.78608, 27.57560, -19.64306], [-0.58248, 27.58911, -18.73754], [-2.44965, 28.34092, -20.28557], [0.48408, 29.64663, -23.07812], [2.27958, 28.57366, -21.78336], [0.98538, 18.58402, -24.31971], [0.25924, 18.97419, -23.19863], [-1.13423, 18.93025, -23.10702], [-1.90070, 18.70429, -24.24902], [-1.21512, 18.38658, -25.41872], [0.19254, 18.28137, -25.48076], [-3.38279, 18.80002, -24.17838], [-4.02469, 18.10825, -24.98611], [-3.91711, 19.33732, -23.18572], [2.04067, 18.69931, -24.51839], [0.90619, 19.10597, -22.34393], [-1.52244, 19.21131, -22.13918], [-1.82128, 18.12139, -26.27233], [0.69299, 18.01846, -26.40099], [2.24892, 24.66024, -13.00588], [3.15380, 25.58292, -13.43962], [3.07136, 26.04293, -14.76218], [2.21436, 25.39584, -15.65633], [1.39508, 24.40058, -15.20655], [1.36451, 23.97017, -13.85105], [2.25327, 25.79351, -17.10208], [1.52982, 25.27739, -17.91221], [2.93101, 26.77919, -17.42837], [2.31966, 24.21534, -12.02432], [3.86604, 26.00011, -12.74315], [3.73841, 26.78229, -15.18026], [0.94508, 23.78046, -15.96771], [0.66633, 23.21575, -13.51971], [-1.71464, 20.69368, -15.61081], [-2.63112, 21.00283, -16.71402], [-3.66222, 20.12245, -16.95933], [-3.93100, 18.99399, -16.17967], [-3.04481, 18.64973, -15.21561], [-1.88375, 19.44269, -14.92877], [-5.15809, 18.18792, -16.28151], [-6.01891, 18.53674, -17.11336], [-5.22133, 17.10396, -15.74601], [-0.82250, 21.28574, -15.46961], [-2.52209, 21.83717, -17.39105], [-4.26347, 20.31808, -17.83490], [-3.34309, 17.79509, -14.62652], [-1.19057, 19.34393, -14.10649], [-7.61284, 20.52222, -25.24335], [-8.79735, 21.33268, -25.16886], [-8.89428, 22.32960, -24.17550], [-7.85662, 22.48209, -23.22935], [-6.63296, 21.85036, -23.46186], [-6.50982, 20.91138, -24.46708], [-7.99359, 23.44787, -22.11846], [-6.98976, 23.57034, -21.39021], [-9.06645, 24.00101, -21.86433], [-7.45035, 19.77498, -26.00599], [-9.72190, 21.14669, -25.69517], [-9.83795, 22.82550, -24.00236], [-5.85569, 22.15811, -22.77808], [-5.58783, 20.39047, -24.67921], [-2.49193, 23.32097, -27.40029], [-2.89916, 23.00390, -26.06472], [-1.94408, 22.64042, -25.12601], [-0.64546, 22.46996, -25.49658], [-0.23274, 22.84282, -26.78812], [-1.16601, 23.25824, -27.72448], [0.38464, 22.05206, -24.49229], [1.54149, 21.89851, -24.87367], [0.05018, 22.07377, -23.31567], [-3.25347, 23.52854, -28.13742], [-3.94594, 23.09172, -25.81383], [-2.24212, 22.40926, -24.11402], [0.81750, 22.88125, -27.03698], [-0.89076, 23.37588, -28.76217], [-2.52079, 23.93384, -20.50182], [-2.73959, 22.65135, -20.96684], [-1.83491, 21.64527, -20.51676], [-0.71973, 21.94915, -19.65277], [-0.68071, 23.29561, -19.13019], [-1.61007, 24.30195, -19.51093], [0.19904, 20.88451, -19.19370], [0.05243, 19.76122, -19.57084], [1.15343, 21.19408, -18.49387], [-3.29500, 24.59880, -20.85514], [-3.52389, 22.48890, -21.69134], [-2.04714, 20.64615, -20.86764], [-0.04699, 23.54182, -18.29103], [-1.57045, 25.27623, -19.04659], [3.87767, 15.77183, -17.64043], [3.35592, 16.95831, -18.12088], [2.85611, 17.89555, -17.28190], [2.76503, 17.66982, -15.89969], [3.30947, 16.47875, -15.38332], [3.89833, 15.57890, -16.23498], [2.01571, 18.58289, -15.00924], [1.74726, 19.69615, -15.53255], [1.70898, 18.18251, -13.89653], [4.41044, 15.04729, -18.23841], [3.37080, 17.22018, -19.16855], [2.59196, 18.87212, -17.65997], [3.35805, 16.21728, -14.33658], [4.40134, 14.71109, -15.83462], [-2.08102, 16.89324, -18.89423], [-3.33368, 16.44051, -18.52179], [-4.18283, 15.98316, -19.52729], [-3.77072, 16.05435, -20.87336], [-2.46653, 16.33579, -21.24643], [-1.67216, 16.82562, -20.24481], [-4.68704, 15.52588, -21.97099], [-4.27276, 15.57653, -23.15437], [-5.78529, 15.07068, -21.61717], [-1.47035, 17.14785, -18.04062], [-3.53369, 16.53666, -17.46483], [-5.17969, 15.73604, -19.19321], [-2.05165, 16.35456, -22.24338], [-0.63459, 17.00528, -20.48476], [-8.23836, 28.29571, -24.89055], [-7.45487, 28.92777, -23.87364], [-6.33494, 28.28518, -23.40836], [-6.06564, 26.90689, -23.76680], [-6.89093, 26.35426, -24.78229], [-7.98645, 27.03703, -25.31987], [-5.03075, 26.11595, -22.96510], [-4.85304, 24.94318, -23.20485], [-4.26776, 26.71130, -22.16643], [-9.02033, 28.85842, -25.37870], [-7.61775, 29.95805, -23.59365], [-5.75562, 28.77250, -22.63810], [-6.79773, 25.29969, -24.99581], [-8.59911, 26.44401, -25.98273]],
  "homo_ev": [-11.22, -11.22],
  "orbital_gap_ev": [6.586, 2.914],
  "de_lowest_kj_mol": 0.00,
  "lumo_energy_ev": [-4.633, -8.305],
  "multiplicity": 2,
  "charge": 1
}

---

{
  "formula": "C5H10N2O",
  "method": "ωB97M-V with the def2-TZVPD basis set",
  "elements": ["C", "C", "C", "N", "N", "O", "C", "C", "H", "H", "H", "H", "H", "H", "H", "H", "H", "H"],
  "xyz": [[-0.84350, -1.44247, -0.59697], [1.17593, 0.25760, -0.14345], [2.16832, -0.55883, 0.60016], [-2.08252, -1.07079, -1.05713], [1.59857, 1.37775, -0.75299], [0.21896, -1.13286, -1.20941], [-1.27741, 1.20863, 1.06990], [-2.39135, 1.28313, 1.53595], [-0.81393, -1.69177, 0.46575], [-0.10571, 0.92761, 0.69199], [-2.63693, -0.49991, -0.42454], [-2.11109, -0.80619, -2.03202], [0.83625, 1.94274, -1.12458], [2.50217, 1.40732, -1.21745], [1.64992, -1.47771, 0.89426], [2.50169, -0.10149, 1.52969], [3.03613, -0.87217, 0.01002], [-3.42549, 1.24940, 1.76084]],
  "homo_ev": -7.30,
  "orbital_gap_ev": 7.863,
  "de_lowest_kj_mol": 597.61,
  "lumo_energy_ev": 0.564,
  "multiplicity": 1,
  "charge": 0
}